Entry 1:
Below is 2 unconnected molecules or ions with the total composition C9H11O3 in a non-equilibrium geometry, with properties calculated with ωB97M-V/def2-TZVPD.

XYZ file:
```
23
Properties=species:S:1:pos:R:3:forces:R:3:mulliken_charge:R:1
O -0.623861 -4.820141 0.444358 0.44 -0.12 -0.24 -0.738
C 0.712999 1.291545 -1.823435 2.22 0.83 -1.22 -1.406
H 1.576804 1.878485 -2.261520 -0.73 -0.65 0.38 0.245
H -0.116892 1.480768 -2.434978 -1.24 0.50 -0.92 0.409
H 2.166337 0.898034 0.446110 2.96 -1.53 -0.49 0.547
C -0.048400 -3.895631 -1.745151 -1.19 4.73 2.88 -0.721
H 0.721031 -3.093494 -1.887485 -0.33 -1.43 -1.15 0.168
C 0.714093 1.541185 1.903999 0.30 -1.88 -0.12 -0.408
H -1.334688 2.819541 -1.157387 1.04 -0.71 2.02 0.159
O 1.174825 -3.470312 0.226566 1.09 0.21 0.82 -0.698
H -1.854163 1.997415 3.695801 0.65 -0.36 -0.70 0.313
C 1.224012 1.228281 0.557049 -3.29 2.91 5.46 -0.753
H -2.105645 3.080458 1.397612 -2.39 1.09 -0.03 0.389
C -0.630441 1.872428 2.147098 2.30 -0.25 -1.96 0.467
H -1.070863 -3.388162 -1.930266 1.35 -0.95 0.44 0.156
C 0.206094 -4.115892 -0.181338 -1.87 0.44 -0.55 0.541
O -1.102255 1.473700 3.340221 -1.09 0.90 1.51 -0.498
H 0.910856 0.250306 -1.978947 0.38 -0.68 0.27 0.316
C -1.326225 2.482267 1.098652 2.38 -0.86 -1.75 -0.476
C 0.443863 1.664536 -0.429139 -3.08 1.02 -2.03 1.046
C -0.776788 2.407735 -0.221966 -0.46 -0.29 0.79 -0.634
H -0.080589 -4.849840 -2.067251 0.54 -2.86 -2.23 0.291
H 1.219900 1.266786 2.861392 0.03 -0.06 -1.19 0.285
```
Forces are in eV/Å.

- ΔE to the lowest compared entry with this formula, charge and spin (kcal per mole) = 74.3
- DFT total energy (Eh) = -575.24007
- HOMO (Eh) = -0.1317
- 2S+1 = 1
- net charge = -1
- frontier orbital gap (eV) = 6.217
- maximum force (hartree/bohr) = 0.1363

Entry 2:
Below is a molecular structure, C17H22N2O3 in a non-equilibrium geometry, with properties calculated with ωB97M-V/def2-TZVPD.

XYZ file:
```
44
Properties=species:S:1:pos:R:3:forces:R:3:mulliken_charge:R:1
C 4.332933 0.556044 0.808539 8.78 2.97 2.86 -1.021
C 2.442054 -0.221265 0.434832 -7.94 -0.38 -4.40 0.687
H -0.426703 0.251995 -0.003067 1.81 -1.17 -1.30 0.257
O 2.191529 -1.083884 2.550333 -0.52 2.44 0.97 -0.442
C -0.647702 -1.712862 -0.561955 -1.32 -2.56 -2.90 0.616
H -2.700460 -0.495857 -2.074930 -1.69 -1.72 3.16 0.307
H 2.089876 -1.725831 4.326180 -0.32 -0.63 2.52 0.530
H -2.655684 -2.594055 -0.107061 0.84 1.29 -0.11 0.279
H -3.942479 -0.512093 -0.399849 -0.95 -0.39 -0.56 0.338
C 2.186561 -1.403099 1.214836 0.85 -1.85 5.34 0.284
H 1.642561 -0.015965 -1.607312 1.68 3.27 -3.23 0.745
C -2.674855 4.454972 -0.699073 0.72 -6.88 0.81 -0.885
C -3.735330 2.248441 -1.780540 -7.79 -10.78 -5.19 0.312
H -2.006753 -1.400722 0.870546 0.70 2.55 10.36 0.664
H 4.134285 1.606261 1.005718 -1.15 -0.15 0.54 0.363
H 3.931885 -1.748653 -1.390253 -0.68 -0.68 -1.08 0.369
H 1.736635 -4.199056 3.000766 0.53 2.29 -1.33 0.159
H 2.028111 -3.343472 0.287851 -0.12 -0.50 0.53 0.455
C 1.501565 -0.608772 -0.829221 -0.44 -2.56 1.60 -1.911
H 5.470430 0.834583 0.435804 -2.22 -1.01 0.36 0.362
H -2.243249 5.268546 -0.345095 2.25 3.25 1.79 0.544
H 4.714010 -0.016578 1.843308 -1.90 0.92 -2.45 0.224
H -3.897901 5.549669 -2.057019 0.36 -2.23 1.29 0.189
H 1.946021 0.787110 0.795771 1.26 -2.22 -0.12 0.382
C 2.076888 -2.776156 1.206729 -0.31 2.01 -0.84 -0.069
C 1.930101 -2.207033 3.430358 1.64 10.55 1.04 -0.636
N 0.117004 -0.474238 -0.576779 -4.36 -3.84 1.77 0.129
C -2.142635 -1.585782 -0.008511 0.16 -3.04 -10.73 -1.627
N 3.613229 -0.013470 -0.206560 4.23 -1.42 -0.04 -0.066
C -3.608018 4.502843 -1.568241 -6.52 1.81 -6.86 -0.239
C -4.363518 3.225893 -2.232876 5.88 8.77 5.47 -1.134
H 5.392166 -1.100629 -0.718640 0.31 1.44 -1.24 0.475
H 4.635964 -1.965748 0.196567 -1.58 -0.51 1.29 0.344
H -1.380676 3.031163 0.304627 -1.30 -0.59 -0.64 0.245
H -4.973888 3.449871 -2.920092 -4.78 0.85 -4.94 0.656
C 1.925288 -3.082704 2.602291 -1.45 -14.64 -4.66 -0.555
O -0.415323 -2.866320 -1.147613 0.56 5.45 2.61 -0.685
C 4.336844 -1.255331 -0.559616 1.27 0.38 0.09 -1.050
C -2.294169 3.055612 -0.366896 4.13 4.45 3.68 -0.062
H 1.661396 -1.655368 -1.346741 -0.25 1.62 1.73 0.306
O -2.372509 0.624725 -0.548184 3.02 10.16 3.03 -0.127
C -2.897570 2.014984 -0.858528 5.16 -5.29 4.04 0.384
C -2.924487 -0.491970 -0.755729 -1.08 -4.40 -5.02 -0.192
H -4.467610 1.078937 -2.144270 2.54 2.98 0.80 0.096
```
Forces are in eV/Å.

- ΔE to the lowest compared entry with this formula, charge and spin (kcal per mole) = 401.7
- DFT total energy (Eh) = -995.67281
- HOMO (Eh) = -0.3214
- 2S+1 = 1
- net charge = 0
- frontier orbital gap (eV) = 9.380
- maximum force (hartree/bohr) = 0.3001